25
Properties=species:S:1:pos:R:3:forces:R:3:lowdin_charge:R:1 method="wB97M-V/def2-TZVPD" de_lowest_kcal_mol=24.1 smiles=CCN(C)CC.O.O largest_force_ev_per_a=1.3 lumo_ev=0.792 e_tot_ev=-11045.212 homo_lumo_gap_ev=9.542
O 2.09254 -0.14713 -0.59300 -0.3 -0.1 0.2 -0.06
O 3.82683 1.76060 -2.40876 -0.2 0.0 -0.5 -0.06
N -0.73168 -0.30711 0.59591 0.1 -1.3 0.2 -0.25
C -0.14095 2.06478 1.02581 -0.4 -0.5 -0.6 -0.08
C -1.20251 0.94683 1.13752 0.7 1.0 -0.4 -0.26
C -0.77872 -1.43843 1.54451 -0.2 0.8 0.3 -0.07
C -1.24427 -0.56534 -0.76437 -0.9 0.0 0.8 -0.26
C -1.07499 -1.98799 -1.24067 1.3 0.1 -0.2 -0.09
H -0.71243 0.09664 -1.41882 0.2 0.4 -0.6 0.10
H 0.20197 -1.88472 1.65244 0.2 -0.3 0.0 0.08
H 0.35080 2.02146 0.05238 -0.1 0.0 -0.1 0.06
H -1.46289 0.85273 2.18933 -0.2 -0.1 0.0 0.10
H 1.24391 -0.54270 -0.32884 0.0 -0.1 -0.2 0.00
H 3.24012 0.99465 -2.35661 0.1 0.1 0.2 0.01
H -1.08426 -1.05804 2.52087 0.3 0.0 0.1 0.08
H -2.06321 1.28626 0.57270 -0.6 0.0 0.0 0.10
H -1.51502 -2.20786 1.34758 -0.1 -0.2 -0.4 0.07
H -2.30740 -0.26951 -0.80218 0.1 -0.1 -0.1 0.11
H -1.56797 -2.72750 -0.62223 -0.3 -0.1 -0.2 0.06
H -0.00001 -2.20801 -1.21664 -0.1 -0.2 0.1 0.08
H -1.31836 -2.09568 -2.29716 -0.4 0.0 0.1 0.08
H 0.61852 1.88188 1.76722 0.3 0.3 0.4 0.06
H 4.11415 1.92910 -1.51409 0.1 -0.1 0.3 0.02
H -0.59914 3.05156 1.09153 0.2 0.0 0.4 0.07
H 2.11497 0.55353 0.06558 0.3 0.2 0.0 0.02

---

25
Properties=species:S:1:pos:R:3:forces:R:3:lowdin_charge:R:1 method="wB97M-V/def2-TZVPD" de_lowest_kcal_mol=66.6 smiles=CNCC(C)C.O.O largest_force_ev_per_a=4.4 lumo_ev=0.565 e_tot_ev=-11043.367 homo_lumo_gap_ev=8.833
O 3.21955 0.16596 -4.24979 0.5 -1.1 0.5 -0.07
O -0.43896 1.45530 -3.23314 0.0 1.6 -0.9 -0.05
N 1.23819 -0.48034 0.87922 2.0 -3.2 2.2 -0.14
C 1.52138 -1.62153 1.92567 -0.7 0.9 -0.2 -0.10
C -2.01312 -0.92585 1.75132 1.5 0.1 -1.3 -0.09
C 0.25793 0.50929 1.10617 -2.7 -0.8 -0.8 -0.22
C -1.26688 -0.02195 0.65000 -0.3 1.3 1.1 -0.37
C -2.23814 1.17445 0.46474 3.0 1.2 2.3 -0.11
H 3.58515 0.96370 -4.62237 0.4 0.2 -0.2 0.02
H -0.07230 2.23672 -3.69781 -1.2 -0.1 -0.1 0.05
H 3.97473 -0.43397 -4.03625 -0.9 0.9 -0.3 0.06
H 0.65011 1.35124 0.48702 -1.2 0.0 0.7 0.11
H -1.24986 -0.44504 -0.33012 0.6 -1.1 -0.6 0.10
H 0.61789 -1.88492 2.66388 2.2 1.0 -1.3 0.10
H 0.41798 1.18963 -2.96106 1.2 -1.5 1.0 0.00
H 1.08797 -0.96882 0.02664 -0.3 -0.1 -0.8 0.07
H -2.03091 1.72912 1.46149 -1.2 -0.2 -1.7 0.11
H -1.54228 -1.91363 1.92904 0.4 0.7 0.2 0.04
H -3.23384 0.94060 0.29101 -2.0 -0.9 0.5 0.04
H 2.54869 -1.43686 2.36141 -1.6 0.2 0.4 0.07
H -1.91314 -0.25396 2.68988 -1.3 -1.5 -1.3 0.10
H 1.73087 -2.55381 1.39117 -0.5 0.1 -0.3 0.05
H -2.04244 1.81573 -0.37872 0.9 0.4 -0.2 0.06
H -2.96612 -1.31531 1.24716 0.6 1.5 1.4 0.09
H 0.15757 0.72425 2.18344 0.3 0.4 -0.4 0.11

---

26
Properties=species:S:1:pos:R:3:forces:R:3:mulliken_spin:R:1 method="wB97M-V/def2-TZVPD" de_lowest_kcal_mol=16.7 multiplicity=2 largest_force_ev_per_a=4.5 total_charge=+1 lumo_ev="-3.232 / -8.730" e_tot_ev=-13083.026 homo_lumo_gap_ev="11.435 / 5.912"
O 2.61158 -1.09398 0.89129 -0.2 0.3 0.5 0.06
O 0.98963 1.20904 2.10531 -0.3 -0.3 -1.0 0.10
O 0.31895 -2.19660 2.95705 0.6 -0.7 -1.0 0.00
N 0.64623 -0.00798 -0.68774 -3.4 2.7 -1.2 0.53
C -1.70657 0.36760 -0.33602 -1.9 -1.3 0.5 0.08
C -0.21529 0.73934 1.54960 0.9 1.9 1.2 0.10
C -0.30577 0.91062 -0.03057 0.5 -2.0 0.7 0.05
C -2.18678 0.52719 -1.78678 0.0 0.0 1.0 0.01
C 1.11518 0.47130 -1.99589 1.0 -1.1 0.0 0.02
H -0.49220 -0.24947 1.90056 0.0 -0.3 -0.3 0.00
H -1.53275 1.26212 -2.24563 -0.4 0.0 -0.7 0.00
H 2.19148 0.25536 -2.02356 -0.1 0.4 -0.3 0.02
H -0.89132 1.49708 1.94178 -0.6 -0.3 -0.2 0.00
H 0.76834 -3.05640 2.90093 -0.4 -0.2 1.1 0.00
H 2.03245 -0.45333 0.46098 0.2 -0.1 -0.3 0.00
H -2.43263 0.71534 0.41165 0.3 1.2 -0.3 0.01
H 2.71518 -1.79531 0.25277 0.3 -0.5 -0.3 0.00
H -1.89351 -0.66885 -0.00084 1.1 -0.3 -0.4 0.00
H -3.21714 0.85776 -1.77049 -0.1 0.6 -0.1 0.00
H 0.62818 -1.95047 2.07683 -0.1 0.8 -0.1 0.00
H 0.87118 1.50742 -2.19697 0.2 0.1 0.3 0.00
H -2.26453 -0.42507 -2.29951 0.6 0.0 -0.3 0.00
H 1.72565 0.64554 1.85005 0.3 -0.2 0.6 0.00
H 0.66222 -0.15746 -2.76978 0.0 0.0 0.1 0.03
H -0.21839 1.93486 -0.35816 0.6 0.2 0.1 -0.02
H 0.08062 -0.84565 -0.79686 0.8 -0.9 0.4 0.00

---

27
Properties=species:S:1:pos:R:3:forces:R:3:lowdin_charge:R:1 method="wB97M-V/def2-TZVPD" de_lowest_kcal_mol=35.8 smiles=OCNCCCCS.O.O largest_force_ev_per_a=3.9 lumo_ev=0.466 e_tot_ev=-23926.647 homo_lumo_gap_ev=9.434
S 1.10528 -1.53811 3.81412 0.8 1.4 1.6 0.70
O 2.99455 1.29643 -1.82357 0.2 0.6 0.5 -0.06
O -1.40060 2.22905 -2.13633 -0.1 -1.3 0.3 -0.04
O -0.91303 -0.47103 -3.10387 1.3 0.3 -0.3 -0.10
N -1.11381 -1.14480 -0.83336 2.0 -0.6 0.0 -0.08
C -0.14806 0.74792 2.43156 -0.4 -3.7 0.8 -0.23
C 1.13830 0.15534 3.11946 -0.8 1.0 0.9 -0.58
C -0.69967 -1.54282 -2.14480 -2.8 0.4 -0.6 -0.28
C -0.03998 -0.56430 0.01325 -1.0 -2.6 1.7 -0.21
C -0.85235 -0.19593 1.33466 0.5 1.6 0.4 -0.20
H -0.15383 0.15312 -3.08194 -0.7 -0.5 0.1 0.07
H -1.61932 2.93915 -2.69616 0.0 2.2 -0.7 0.01
H 2.95343 1.04123 -2.74914 -0.3 -0.6 0.4 0.03
H -1.48174 -1.03590 1.76249 1.5 0.5 -0.3 0.12
H 2.03688 0.28757 2.51623 -0.1 0.0 -0.1 0.05
H -2.09275 -0.80553 -0.76865 1.5 0.0 0.0 0.13
H -1.90003 1.56615 -2.62720 0.2 -0.9 0.5 0.02
H 0.29915 -1.98260 -2.27493 -0.2 0.3 0.7 0.13
H 0.24162 1.63602 1.96547 -0.7 0.8 0.0 0.09
H 0.86695 -1.38071 0.13999 -2.5 1.5 0.1 0.16
H 1.21389 0.82397 4.02685 0.5 -0.8 -0.8 0.07
H 2.62706 0.65198 -1.20023 0.1 0.0 -0.9 0.02
H 0.50345 -2.15306 2.87724 -1.0 -0.9 -1.7 -0.22
H -1.66953 0.49179 1.04528 0.3 -0.2 -0.6 0.09
H 0.50877 0.23982 -0.42948 -0.2 1.2 -0.2 0.07
H -0.92146 0.81544 3.28324 1.1 0.7 -1.5 0.13
H -1.48317 -2.26018 -2.46018 0.8 0.0 -0.2 0.12

---

27
Properties=species:S:1:pos:R:3:forces:R:3:lowdin_charge:R:1 method="wB97M-V/def2-TZVPD" de_lowest_kcal_mol=36.4 smiles=CC(C)CNCN.O.O largest_force_ev_per_a=3.4 lumo_ev=0.658 e_tot_ev=-12550.686 homo_lumo_gap_ev=10.343
O -2.45809 -0.86857 2.64911 1.8 -1.8 -0.2 -0.13
O 0.32450 -0.20499 -3.23368 0.9 -0.6 -1.2 -0.08
N -0.95116 0.04465 -0.55808 0.7 -0.4 1.8 -0.08
N -0.68428 -2.13853 0.81294 0.0 1.3 -0.6 -0.01
C 1.05641 1.42789 -0.07132 1.6 -1.5 1.4 -0.39
C 1.76258 2.22453 1.03780 0.0 -0.9 1.6 -0.10
C -0.68588 -1.38069 -0.50870 0.5 -1.9 -1.1 -0.28
C 2.15975 0.38043 -0.50882 -0.8 1.1 -1.3 -0.09
C -0.28670 0.87606 0.46360 -0.5 3.1 -1.3 -0.20
H -0.25873 0.60257 1.50745 0.2 -1.2 0.2 0.10
H 2.49608 1.56435 1.68702 -1.4 1.4 -1.4 0.12
H 0.18742 -1.83496 1.19783 0.6 -0.1 0.9 0.05
H 2.98609 0.98190 -0.92523 0.0 -0.2 0.5 0.08
H -1.94302 0.20534 -0.54136 -0.2 0.0 0.1 0.10
H 0.41901 -1.58526 -1.00515 -3.1 0.3 0.7 0.15
H -0.93177 1.83364 0.59349 0.8 -1.4 -0.5 0.15
H 1.08021 2.71219 1.73812 -0.4 -0.4 0.2 0.07
H 0.87557 2.00778 -0.97344 -0.2 0.3 0.1 0.13
H -0.03001 0.41029 -3.89030 -0.2 -0.1 0.9 0.05
H -2.97533 -0.83780 1.84712 -0.4 0.1 -0.3 0.00
H -0.04738 -0.15745 -2.35072 -0.8 0.9 -0.1 -0.04
H -1.62718 -1.74901 -1.02134 1.8 -0.4 -0.2 0.13
H -1.77289 -1.59563 2.37092 -1.6 1.9 0.5 0.04
H 2.55423 -0.29607 0.24919 -0.3 0.1 0.1 0.07
H 2.24678 3.07993 0.64708 1.2 0.6 -0.6 0.05
H 1.81394 -0.11732 -1.41192 0.1 -0.6 0.2 0.03
H -0.59322 -3.14812 0.69850 -0.1 0.4 -0.5 0.08

---

What did the fifth record say?
27
Properties=species:S:1:pos:R:3:forces:R:3:lowdin_charge:R:1 method="wB97M-V/def2-TZVPD" de_lowest_kcal_mol=36.4 smiles=CC(C)CNCN.O.O largest_force_ev_per_a=3.4 lumo_ev=0.658 e_tot_ev=-12550.686 homo_lumo_gap_ev=10.343
O -2.45809 -0.86857 2.64911 1.8 -1.8 -0.2 -0.13
O 0.32450 -0.20499 -3.23368 0.9 -0.6 -1.2 -0.08
N -0.95116 0.04465 -0.55808 0.7 -0.4 1.8 -0.08
N -0.68428 -2.13853 0.81294 0.0 1.3 -0.6 -0.01
C 1.05641 1.42789 -0.07132 1.6 -1.5 1.4 -0.39
C 1.76258 2.22453 1.03780 0.0 -0.9 1.6 -0.10
C -0.68588 -1.38069 -0.50870 0.5 -1.9 -1.1 -0.28
C 2.15975 0.38043 -0.50882 -0.8 1.1 -1.3 -0.09
C -0.28670 0.87606 0.46360 -0.5 3.1 -1.3 -0.20
H -0.25873 0.60257 1.50745 0.2 -1.2 0.2 0.10
H 2.49608 1.56435 1.68702 -1.4 1.4 -1.4 0.12
H 0.18742 -1.83496 1.19783 0.6 -0.1 0.9 0.05
H 2.98609 0.98190 -0.92523 0.0 -0.2 0.5 0.08
H -1.94302 0.20534 -0.54136 -0.2 0.0 0.1 0.10
H 0.41901 -1.58526 -1.00515 -3.1 0.3 0.7 0.15
H -0.93177 1.83364 0.59349 0.8 -1.4 -0.5 0.15
H 1.08021 2.71219 1.73812 -0.4 -0.4 0.2 0.07
H 0.87557 2.00778 -0.97344 -0.2 0.3 0.1 0.13
H -0.03001 0.41029 -3.89030 -0.2 -0.1 0.9 0.05
H -2.97533 -0.83780 1.84712 -0.4 0.1 -0.3 0.00
H -0.04738 -0.15745 -2.35072 -0.8 0.9 -0.1 -0.04
H -1.62718 -1.74901 -1.02134 1.8 -0.4 -0.2 0.13
H -1.77289 -1.59563 2.37092 -1.6 1.9 0.5 0.04
H 2.55423 -0.29607 0.24919 -0.3 0.1 0.1 0.07
H 2.24678 3.07993 0.64708 1.2 0.6 -0.6 0.05
H 1.81394 -0.11732 -1.41192 0.1 -0.6 0.2 0.03
H -0.59322 -3.14812 0.69850 -0.1 0.4 -0.5 0.08